{
  "formula": "C24H32Cl2F12N2O7",
  "method": "ωB97M-V/def2-TZVPD",
  "species": ["C", "C", "O", "C", "C", "O", "C", "O", "C", "C", "F", "F", "C", "F", "F", "C", "F", "F", "F", "C", "C", "C", "O", "N", "C", "C", "O", "C", "C", "Cl", "C", "C", "Cl", "N", "C", "C", "O", "C", "C", "O", "C", "F", "F", "C", "F", "F", "F", "H", "H", "H", "H", "H", "H", "H", "H", "H", "H", "H", "H", "H", "H", "H", "H", "H", "H", "H", "H", "H", "H", "H", "H", "H", "H", "H", "H", "H", "H", "H", "H"],
  "coordinates": [[-2.406, -4.772, -3.178], [-0.894, -4.751, -3.016], [-0.335, -3.584, -3.619], [0.385, -2.756, -2.739], [-0.521, -2.024, -1.741], [-0.119, -0.654, -1.702], [-0.983, 0.272, -1.127], [-1.810, -0.422, -0.233], [-3.008, 0.175, 0.208], [-3.702, -0.849, 1.103], [-2.813, -1.610, 1.794], [-4.431, -1.707, 0.321], [-4.715, -0.208, 2.100], [-5.887, -0.017, 1.449], [-4.269, 0.999, 2.517], [-4.989, -1.065, 3.361], [-5.231, -2.338, 3.043], [-6.056, -0.578, 3.997], [-3.945, -1.019, 4.186], [-0.072, 1.297, -0.394], [0.675, 2.252, -1.328], [1.826, 1.805, -2.211], [2.058, 2.464, -3.209], [2.614, 0.676, -1.825], [3.828, 1.177, -1.128], [2.974, -0.081, -3.040], [0.765, 0.505, 0.431], [1.567, 1.179, 1.354], [0.846, 1.795, 2.593], [-0.579, 0.844, 3.033], [0.601, 3.330, 2.407], [1.264, 4.125, 3.529], [-1.118, 3.804, 2.330], [2.594, 0.197, 1.755], [2.120, -0.853, 2.622], [1.294, -1.913, 1.962], [2.425, -0.853, 3.798], [3.776, 0.834, 2.228], [4.983, -0.049, 2.288], [3.795, 2.020, 2.505], [-1.818, 0.843, -2.349], [-2.748, -0.100, -2.662], [-0.988, 0.959, -3.410], [-2.589, 2.227, -2.239], [-3.893, 2.045, -2.458], [-2.127, 3.094, -3.140], [-2.456, 2.795, -1.033], [-2.778, -5.793, -3.107], [-2.665, -4.365, -4.154], [-2.902, -4.183, -2.407], [-0.626, -4.792, -1.959], [-0.463, -5.609, -3.537], [1.129, -3.351, -2.196], [0.932, -2.018, -3.321], [-1.548, -2.134, -2.084], [-0.417, -2.457, -0.745], [-3.708, 0.359, -0.609], [-2.842, 1.103, 0.750], [-0.706, 1.918, 0.239], [-0.009, 2.747, -2.009], [1.088, 3.057, -0.711], [3.828, 0.831, -0.093], [3.886, 2.265, -1.121], [4.722, 0.793, -1.613], [3.780, 0.393, -3.604], [2.100, -0.167, -3.681], [3.302, -1.071, -2.728], [2.123, 1.999, 0.898], [1.498, 1.698, 3.454], [1.043, 3.633, 1.462], [0.609, 4.165, 4.398], [1.476, 5.144, 3.211], [2.206, 3.661, 3.818], [1.450, -2.856, 2.481], [0.240, -1.638, 2.019], [1.548, -2.007, 0.910], [5.069, -0.640, 1.376], [4.876, -0.756, 3.111], [5.868, 0.564, 2.420]],
  "e_tot_ev": -100373.67429,
  "relative_energy_kcal_mol": 0.0,
  "charge": 0,
  "homo_lumo_gap_ev": 9.871
}